{
  "formula": "C7H9N3O3S",
  "method": "the ωB97M-V functional and the def2-TZVPD basis",
  "lumo_ev": 0.569,
  "total_energy_ha": -1060.2946,
  "fmax_ha_per_bohr": 0.0565,
  "relative_energy_kcal_mol": 0.0,
  "homo_ev": -8.53,
  "orbital_gap_ev": 9.10,
  "elements": ["S", "O", "O", "O", "N", "N", "N", "C", "C", "C", "C", "C", "C", "C", "H", "H", "H", "H", "H", "H", "H", "H", "H"],
  "xyz": [[1.153035, -2.764319, -1.908498], [0.416953, -2.216953, -3.016427], [2.548534, -2.466853, -1.799391], [0.644435, -3.950918, -1.278186], [-0.048356, 0.017545, -1.053513], [0.637688, -0.654529, 0.880160], [-1.544035, -2.246913, -0.122529], [0.538024, 1.572554, 2.072676], [0.335690, -1.069793, -0.361064], [-0.378939, 2.462486, -0.466736], [-0.230460, 3.334065, 0.598020], [0.389359, 0.696116, 1.013494], [0.224316, 2.901028, 1.840712], [-0.058760, 1.134299, -0.246210], [0.342525, 3.616298, 2.642111], [-0.724200, 2.801562, -1.430528], [0.963184, -1.259663, 1.614411], [-2.049047, -2.170884, -0.995220], [-0.469957, 4.376506, 0.459384], [-1.103351, -3.162990, -0.094352], [-2.191871, -2.154359, 0.648230], [-0.284590, -0.027836, -2.032158], [0.889822, 1.233551, 3.035614]],
  "forces_ev_per_a": [[-0.6, 1.5, 1.6], [0.1, -0.1, 0.1], [-0.3, -0.2, -0.1], [0.1, 0.2, -0.2], [0.1, -0.2, 0.0], [0.1, -0.3, 0.0], [-0.5, -0.4, 0.3], [0.0, -0.1, -0.1], [1.5, -1.5, -2.0], [0.0, -0.2, 0.0], [0.0, 0.1, 0.0], [-0.3, 0.8, -0.2], [0.0, 0.1, 0.1], [0.1, 0.4, 0.8], [0.0, 0.0, 0.0], [0.0, 0.1, -0.1], [0.1, 0.0, -0.2], [-0.1, -0.1, 0.0], [0.0, 0.1, 0.0], [-0.1, 0.1, -0.1], [-0.2, -0.1, 0.0], [0.1, -0.1, 0.0], [0.0, 0.0, 0.1]],
  "lowdin_charge": [0.552, -0.318, -0.297, -0.320, 0.109, 0.118, 0.060, -0.016, -0.192, -0.013, -0.094, -0.187, -0.094, -0.181, 0.102, 0.111, 0.165, 0.055, 0.101, 0.029, 0.050, 0.150, 0.111]
}

***

{
  "formula": "C31H47BrO2P2Tb",
  "method": "the ωB97M-V functional and the def2-TZVPD basis",
  "lumo_ev": [-4.735, -2.869],
  "charge": 1,
  "total_energy_ha": -5440.7755,
  "fmax_ha_per_bohr": 0.0474,
  "relative_energy_kcal_mol": 0.0,
  "homo_ev": [-9.11, -9.11],
  "orbital_gap_ev": [4.37, 6.24],
  "multiplicity": 7,
  "elements": ["Tb", "Br", "P", "P", "O", "O", "C", "C", "C", "C", "C", "C", "C", "C", "C", "C", "C", "C", "C", "C", "C", "C", "C", "C", "C", "C", "C", "C", "C", "C", "C", "C", "C", "C", "C", "C", "C", "H", "H", "H", "H", "H", "H", "H", "H", "H", "H", "H", "H", "H", "H", "H", "H", "H", "H", "H", "H", "H", "H", "H", "H", "H", "H", "H", "H", "H", "H", "H", "H", "H", "H", "H", "H", "H", "H", "H", "H", "H", "H", "H", "H", "H", "H", "H"],
  "xyz": [[0.921516, -0.417740, 1.515384], [0.936915, -4.114430, 4.265481], [1.430100, 6.097493, -3.348078], [1.853805, 5.606815, -6.208512], [0.342384, -0.526502, 3.668655], [2.401412, -1.109523, 3.119593], [1.322371, -2.849461, 5.675676], [0.276380, 6.027276, -7.075869], [1.489137, -1.024761, 4.022505], [-1.471169, 2.024748, -1.277692], [1.504687, -2.931330, 0.832925], [0.426420, 2.214934, 1.494006], [1.990431, -0.633076, 6.440048], [0.304185, -2.367923, 0.151467], [-1.485869, -2.339126, 2.085534], [-0.170780, 1.957492, -1.584424], [1.274521, -2.469100, -2.234870], [-0.119469, 6.545145, -2.464598], [2.261913, 7.368425, -5.697979], [0.954605, 2.731425, -0.970652], [-1.778895, -1.492506, -0.321821], [0.222977, -2.105806, -1.254154], [-2.123052, 2.184977, 1.218666], [1.971734, -1.108247, 7.754154], [-1.655312, -1.475653, -2.884135], [1.597727, 7.686222, -4.360605], [2.931964, 5.587940, -7.691925], [1.288067, -3.300753, 6.984261], [-0.816368, 1.743805, 1.789037], [-2.114791, 2.822768, -0.183111], [1.646394, -1.507251, 5.402997], [-1.067594, -1.626333, -1.531165], [0.785539, 3.248865, 0.468289], [-3.211920, -1.155755, -0.201958], [2.718591, 6.507253, -2.095229], [1.576464, -2.417817, 8.029242], [-0.958605, -1.978191, 0.743639], [-0.888017, -1.281782, -3.638173], [-3.462003, -0.776718, 0.799983], [-2.399373, -0.674059, -2.942023], [-0.035892, 7.533397, -1.993177], [2.231018, 0.402385, 6.200241], [2.142246, -3.457061, 0.108794], [2.219762, -2.178142, 1.288396], [-2.578827, 2.921706, 1.905886], [1.252009, -3.623752, 1.643133], [1.193820, 3.614103, -1.589105], [-3.840769, -2.049953, -0.381231], [-0.330310, 5.778138, -1.706710], [1.536692, -2.772230, 9.057115], [2.228527, -1.977661, -1.986619], [-2.793048, 1.309116, 1.231324], [-2.308612, -3.074545, 1.987901], [-1.699912, 3.839994, -0.123202], [2.715573, 4.683196, -8.265957], [1.000169, -2.168700, -3.256137], [-2.168943, -2.396130, -3.200905], [-1.896972, -1.486159, 2.652266], [1.851073, 2.091602, -1.018353], [-0.930613, 1.160442, 2.724193], [3.978063, 5.557293, -7.375617], [2.769355, 6.467009, -8.325109], [2.266308, -0.438980, 8.563615], [1.058272, -4.333910, 7.199854], [1.457885, -3.559518, -2.255655], [-0.940501, 6.552348, -3.194062], [3.356939, 7.429477, -5.619480], [2.192067, 8.406825, -3.779606], [3.705970, 6.398182, -2.566460], [-0.531463, 6.179861, -6.350840], [1.261997, 1.995201, 2.193982], [0.015320, 5.178237, -7.719092], [-2.177556, 1.424805, -1.867221], [0.149025, 1.279482, -2.384404], [2.642288, 5.799280, -1.258673], [1.761265, 3.665057, 0.777433], [1.933331, 8.055861, -6.489818], [0.589593, 8.105424, -4.503132], [0.400907, 6.928554, -7.691299], [-3.181407, 2.914594, -0.459268], [-3.516195, -0.400487, -0.944880], [2.590909, 7.539615, -1.738684], [0.093149, 4.102279, 0.495294], [-0.745063, -2.831742, 2.736491]],
  "forces_ev_per_a": [[-0.4, 0.7, -1.4], [0.2, 0.5, 0.8], [-0.2, 0.7, 0.4], [0.3, 0.7, -1.1], [1.1, -0.4, 1.4], [-0.4, 0.0, 1.8], [0.2, 0.3, 0.1], [-0.1, -0.3, 0.0], [-0.4, 0.7, -2.0], [0.3, -0.6, -0.2], [0.9, -0.4, -0.1], [-1.1, 0.3, 0.7], [-0.3, -0.6, -0.1], [0.4, -0.1, -2.4], [-0.3, -0.6, 0.8], [-0.5, -0.1, -0.1], [0.5, 0.0, -0.5], [0.1, 0.1, 0.3], [0.1, -0.5, -0.1], [0.4, 0.2, 0.1], [1.0, -0.3, 0.4], [0.7, -0.9, 2.2], [-0.3, -0.3, -0.4], [0.0, 0.2, -0.1], [-0.1, 0.2, -0.5], [-0.1, -0.4, 0.3], [0.0, 0.0, -0.2], [0.1, 0.2, 0.2], [1.0, 1.2, 0.9], [-0.7, 0.5, -0.1], [-0.1, -0.7, 0.4], [-1.0, 0.2, 0.5], [0.5, 0.5, -0.1], [-0.8, 0.1, 0.0], [-0.1, 0.0, 0.2], [0.3, 0.1, -0.3], [-1.2, 0.3, -0.9], [-0.1, 0.1, 0.1], [0.0, -0.1, -0.3], [0.1, -0.1, 0.1], [-0.2, -0.2, 0.0], [0.0, -0.3, 0.2], [-0.3, 0.0, 0.2], [-0.2, -1.1, -0.3], [0.2, -0.3, 0.0], [0.1, 0.2, -0.2], [0.0, -0.4, -0.1], [0.2, 0.4, 0.1], [-0.1, 0.2, -0.1], [0.0, 0.1, -0.2], [-0.2, -0.2, -0.2], [0.1, 0.3, -0.1], [0.2, 0.3, -0.1], [-0.3, -0.4, -0.1], [0.1, 0.1, 0.0], [0.1, -0.1, 0.3], [0.1, 0.1, 0.2], [0.1, -0.2, -0.2], [-0.1, 0.2, 0.0], [0.2, 0.0, -0.6], [-0.1, 0.0, -0.1], [0.1, -0.1, 0.0], [-0.2, -0.2, -0.2], [-0.1, 0.0, 0.0], [-0.1, 0.4, 0.0], [0.2, 0.0, 0.2], [-0.2, 0.0, 0.0], [-0.3, -0.1, -0.1], [-0.2, 0.0, 0.2], [0.1, 0.0, -0.2], [-0.5, -0.2, -0.2], [-0.1, 0.2, 0.1], [0.4, 0.1, 0.2], [-0.3, 0.3, 0.1], [0.2, 0.2, -0.1], [-0.4, -0.1, -0.2], [0.2, -0.1, 0.1], [0.3, -0.1, 0.0], [-0.1, -0.2, 0.1], [0.5, 0.3, 0.1], [0.1, -0.2, 0.3], [0.1, -0.3, 0.1], [0.2, -0.4, 0.0], [-0.2, 0.4, -0.3]],
  "lowdin_charge": [1.661, 0.877, 0.774, 0.763, -0.159, -0.140, -0.531, -0.313, -0.574, -0.088, -0.086, -0.192, -0.001, -0.352, -0.059, -0.098, -0.028, -0.317, -0.452, -0.181, -0.222, -0.209, -0.153, -0.057, -0.016, -0.425, -0.340, -0.109, -0.152, -0.176, -0.175, -0.194, -0.186, -0.038, -0.313, -0.055, -0.313, 0.078, 0.074, 0.075, 0.043, 0.129, 0.104, 0.044, 0.141, 0.033, 0.089, 0.105, 0.006, 0.116, 0.090, 0.103, 0.116, 0.103, 0.030, 0.079, 0.108, 0.090, 0.113, 0.105, 0.031, 0.038, 0.114, 0.105, 0.103, 0.035, 0.075, 0.071, 0.040, 0.026, 0.104, 0.033, 0.097, 0.111, 0.014, 0.123, 0.074, 0.075, 0.039, 0.124, 0.077, 0.038, 0.110, 0.000]
}